Entry 1:
C30H70AgCl2N10O10 as an isolated structure at a distorted geometry. Source: OMol25; level of theory: the ωB97M-V functional and the def2-TZVPD basis.

Last column: Mulliken charge in e.
Atoms and positions in Å:
1 Ag -1.8088 0.2684 1.3162  1.723
2 Cl -1.0094 1.9949 2.7908  -0.452
3 Cl 0.3086 0.2929 0.3187  -0.926
4 O -1.1238 -3.5053 -1.8744  -0.783
5 O 2.2843 -3.6417 -4.3910  -0.589
6 O -0.6739 5.0627 -2.8796  -0.413
7 O -2.6741 -1.3343 0.0853  -0.216
8 O 3.3951 2.8725 3.6293  -0.633
9 O 4.0252 -3.2936 3.2823  -0.597
10 O -2.4248 -1.2348 2.9559  -0.519
11 O -3.2180 1.8637 -0.0628  -0.828
12 O 2.4272 6.1309 1.6203  -0.597
13 O -1.6007 -6.3923 1.8786  -0.613
14 N 0.2661 3.3218 -3.9478  0.375
15 N 2.7582 -1.9193 -2.9611  0.331
16 N 0.2265 6.0847 1.0908  0.146
17 N 3.3100 -1.1488 3.6223  0.267
18 N 0.7593 -4.7682 -1.2997  0.483
19 N -0.6554 -2.6640 3.4202  0.742
20 N 3.6926 3.1997 1.4073  0.349
21 N -3.6148 4.1028 -0.3370  0.425
22 N -3.4099 -5.1486 1.3235  0.276
23 N -2.9869 -1.4629 -2.1383  0.598
24 C 0.0198 -3.4489 4.4259  -0.880
25 C -3.8172 -1.8473 -3.2007  -1.071
26 C 1.2717 5.8783 1.9028  0.016
27 C 0.4875 6.4576 -0.2842  -0.812
28 C 3.5373 -2.4419 3.9904  -0.261
29 C -0.1360 -2.8067 2.0996  0.206
30 C 3.5096 -0.8195 2.2026  -0.601
31 C -0.0274 -3.6426 -1.3480  0.409
32 C -1.7271 -1.8879 3.7370  -0.159
33 C 5.0006 3.8236 1.6149  -1.190
34 C -2.5044 -5.6163 2.1514  0.129
35 C 2.0720 -4.8114 -0.6264  -0.744
36 C 0.2733 -5.9625 -1.9228  -1.142
37 C 1.6314 -1.0308 -3.1846  -0.949
38 C 0.5932 2.7138 -5.1946  -0.849
39 C 3.0171 -3.0703 -3.6028  0.024
40 C -1.0688 5.4244 1.3490  -0.953
41 C -3.1351 2.8802 -0.7511  0.213
42 C 2.9329 3.0265 2.5354  0.036
43 C 3.5656 -1.4731 -1.8834  -0.922
44 C -3.2073 -1.8136 -0.9111  -0.314
45 C 2.7326 -0.1391 4.5043  -0.880
46 C -4.2045 -4.0113 1.6126  -1.037
47 C 0.2388 2.4004 -2.8074  0.121
48 C -3.4868 -5.6233 -0.0385  -0.821
49 C -3.5813 5.2991 -1.1109  -0.788
50 C 3.1664 3.1083 0.0798  -0.996
51 C -2.0417 -0.4689 -2.4401  -0.703
52 C -4.3397 4.1116 0.8708  -1.170
53 C -0.2180 4.5709 -3.8896  -0.014
54 H -2.6276 2.9392 -1.7361  0.135
55 H 0.8640 -1.4993 -3.8330  0.319
56 H 1.0710 -0.7752 -2.2504  -0.154
57 H -0.3504 -3.8240 1.7173  0.108
58 H -0.1722 5.1457 -4.8072  0.298
59 H -0.1334 1.9945 -5.4789  0.317
60 H 1.9544 -0.0934 -3.6373  0.633
61 H -5.2316 -4.2063 1.4115  0.376
62 H 5.6412 3.2373 2.2761  0.270
63 H 2.0934 2.7380 0.1950  -0.020
64 H -3.1964 6.1521 -0.5731  0.278
65 H -2.9636 5.2095 -2.0408  0.073
66 H -4.5095 -1.0740 -3.5431  0.308
67 H 0.9955 -2.9380 4.7092  0.057
68 H -1.3512 -0.1739 -1.6498  -0.232
69 H 3.5432 0.5108 4.8399  0.329
70 H -3.8704 3.6523 1.7185  0.279
71 H -0.1944 -6.6392 -1.1982  0.231
72 H -0.0026 2.9444 -1.9135  -0.048
73 H 2.0090 0.4906 3.9764  0.177
74 H -1.3790 -0.7384 -3.2645  0.345
75 H 0.2552 -4.4504 4.0769  0.349
76 H 4.0173 -3.4759 -3.2706  0.386
77 H -1.9169 -1.8558 4.8280  0.264
78 H 4.8927 4.8570 1.9946  0.330
79 H 1.2845 2.0449 -2.6884  0.079
80 H 2.7335 -1.2282 1.5416  -0.086
81 H 0.6686 3.5122 -6.0131  0.249
82 H -4.6449 5.4184 -1.4669  0.425
83 H -0.3110 7.1997 -0.6469  0.241
84 H 1.0452 5.4941 2.8767  0.526
85 H -4.1750 -3.7842 2.6805  0.373
86 H 1.4633 6.8906 -0.3604  0.404
87 H -3.2661 -6.6814 -0.0575  0.355
88 H -1.2675 4.5774 0.7175  0.179
89 H -4.5882 5.1949 0.9991  0.413
90 H 5.4815 3.9479 0.6554  0.426
91 H 4.3197 -2.2062 -1.4860  0.427
92 H 3.1961 4.0952 -0.3789  0.483
93 H -3.9307 -2.6594 -0.7693  0.123
94 H -3.2116 -2.0886 -4.0635  0.341
95 H -0.4289 1.5826 -3.0117  -0.202
96 H 3.7601 2.4407 -0.5288  0.534
97 H 2.2338 -3.7913 -0.2028  0.049
98 H -0.6331 -3.4926 5.3336  0.393
99 H 0.4551 5.6332 -1.0112  0.127
100 H 2.8985 -5.0111 -1.3089  0.296
101 H -4.5412 -5.4842 -0.4397  0.297
102 H -0.5422 -2.0380 1.4131  -0.446
103 H 1.0843 -6.3828 -2.4439  0.436
104 H -3.8944 -3.1197 1.1189  0.201
105 H -2.5125 0.5110 -2.7202  0.327
106 H 1.5413 2.1981 -5.0952  0.263
107 H -4.3185 -2.8078 -2.9395  0.329
108 H -1.8833 6.1134 1.3001  0.286
109 H -2.7233 -5.1136 -0.6659  0.139
110 H 0.4658 -2.8012 -0.8214  0.151
111 H 3.5187 0.2311 1.9826  0.138
112 H 3.4768 -2.6064 5.0595  0.562
113 H -2.6514 -5.2054 3.2139  0.309
114 H 0.9424 -2.6866 2.1231  -0.052
115 H 4.1166 -0.5394 -2.1534  0.334
116 H 2.0720 -5.6170 0.1143  0.376
117 H 2.9372 -1.2753 -1.0193  0.090
118 H -0.4345 -5.6463 -2.7300  0.296
119 H -1.1280 5.0811 2.3475  0.368
120 H -5.3269 3.6336 0.7601  0.355
121 H 4.3605 -1.3463 1.8213  0.426
122 H 2.2537 -0.6177 5.3584  0.427
123 H 1.8590 2.8424 2.3281  0.381

Values from the calculation:
Kohn-Sham gap (alpha / beta): 8.9 / 6.4 eV
spin multiplicity: 2


Entry 2:
One molecule with the formula C3H6N2O2. Source: OMol25; level of theory: the ωB97M-V functional and the def2-TZVPD basis.

Last column: Mulliken charge in e.
Atoms and positions in Å:
1 O 0.3393 -1.5178 1.0372  -0.596
2 O -1.4229 0.1913 -0.5093  -0.361
3 N 1.5608 0.3393 1.4877  -0.366
4 N -1.1317 -0.2502 -2.7019  -0.608
5 C 0.4483 -0.3057 1.0494  0.449
6 C -0.7951 -0.4810 -1.5096  0.195
7 C -0.6698 0.6393 0.5930  -0.303
8 H -0.0682 -1.2213 -1.1636  0.325
9 H 1.6846 1.3351 1.4001  0.198
10 H -1.3793 0.7351 1.4226  0.234
11 H 2.3303 -0.2142 1.8321  0.245
12 H -0.6298 -0.8900 -3.3151  0.271
13 H -0.2664 1.6401 0.3774  0.316

Values from the calculation:
SMILES: [H]/N=C/OCC(N)=O
Kohn-Sham gap: 10.7 eV
ΔE to the lowest compared entry with this formula, charge and spin: 39.7 kcal/mol


Entry 3:
A 2-piece molecular cluster, C2H3N2O2 overall at a distorted geometry. Source: OMol25; level of theory: the ωB97M-V functional and the def2-TZVPD basis.

Last column: Mulliken charge in e.
Atoms and positions in Å:
1 O 0.1748 -0.5788 2.3673  -0.595
2 O -2.0409 2.3526 -1.3839  -0.383
3 N -0.6878 -0.3368 -0.5863  -0.707
4 N -1.3304 1.8595 -0.4931  0.119
5 C 0.7794 -0.6718 1.2931  -0.122
6 C 0.4949 -0.4674 -0.1040  0.069
7 H 1.9794 -0.9431 1.4008  0.138
8 H 1.2627 -0.7762 -0.8274  0.267
9 H -0.6319 -0.4381 -1.6665  0.215

Values from the calculation:
total charge: -1
Kohn-Sham gap (alpha / beta): 6.1 / 8.1 eV
ΔE to the lowest compared entry with this formula, charge and spin: 83.0 kcal/mol


Entry 4:
C2H2FOY as an isolated structure at a distorted geometry. Source: OMol25; level of theory: the ωB97M-V functional and the def2-TZVPD basis.

Last column: Mulliken charge in e.
Atoms and positions in Å:
1 Y 0.3856 -1.4258 0.0299  2.248
2 F 2.2855 -0.8996 0.0742  -0.447
3 O -1.6515 1.3790 0.1448  -0.132
4 C -2.9220 0.6882 -0.3273  0.180
5 C -1.6109 0.1175 -0.1166  -0.396
6 H -3.1487 0.8823 -1.3821  0.266
7 H -3.6792 0.5934 0.4513  0.281

Values from the calculation:
total charge: +2
Kohn-Sham gap: 9.8 eV
ΔE to the lowest compared entry with this formula, charge and spin: 0.0 kcal/mol